Entry 1:
CH3F2OP | the ωB97M-V functional and the def2-TZVPD basis

The geometry in ORCA input format:
```
! wB97M-V def2-TZVPD RIJCOSX def2/J DEFGRID3
* xyz 0 1
C 1.0351 -0.4191 -0.1098
O -0.3247 -0.7650 0.2015
F -0.4813 2.7039 0.1993
F -2.6005 -0.6657 0.5615
P -1.5680 -0.1240 -0.5597
H 1.3698 -0.5343 -1.0780
H 1.5890 -0.8225 0.6643
H 0.9806 0.6266 0.1210
*
```

Summary:
Orbital gap (spin up / spin down)   6.0 / 8.0 eV
HOMO (spin up / spin down)   -8.77 / -10.33 eV
E_tot   -656.13162 a.u.
Energy above the lowest of the compared OMol25 structures with the same formula, charge and spin   449.10 kJ/mol

***

Entry 2:
C5H11N2S | the ωB97M-V functional and the def2-TZVPD basis

The geometry in ORCA input format:
```
! wB97M-V def2-TZVPD RIJCOSX def2/J DEFGRID3
* xyz 1 1
N 1.8511 -1.2021 0.2390
C 2.1200 0.1944 -0.0312
C 0.8750 1.0536 -0.5053
N -0.3718 0.6056 0.1418
C -0.6388 0.4971 1.4003
S -2.3056 -0.1795 1.6364
C -2.1262 -1.0018 -0.0111
C -1.4922 0.2219 -0.7320
H 1.4409 -1.6848 -0.5439
H 1.3490 -1.3576 1.0969
H 2.6454 0.6683 0.8059
H 2.8224 0.2191 -0.8754
H 1.0361 2.1297 -0.3625
H 0.7854 0.8803 -1.5810
H 0.0619 0.7642 2.1878
H -3.0745 -1.2080 -0.5128
H -1.3945 -1.8170 -0.0180
H -1.3477 0.1953 -1.8107
H -2.2358 1.0217 -0.5241
*
```

Summary:
Orbital gap   8.7 eV
HOMO   -13.41 eV
E_tot   -704.52889 a.u.
Energy above the lowest of the compared OMol25 structures with the same formula, charge and spin   161.95 kJ/mol

***

Entry 3:
C34H42AuClF5NO2P2S | the ωB97M-V functional and the def2-TZVPD basis

The geometry in ORCA input format:
```
! wB97M-V def2-TZVPD RIJCOSX def2/J DEFGRID3
* xyz 0 1
Au -0.2899 -0.1527 -0.2949
C -0.6907 -5.1252 0.3201
C -0.9058 -3.6298 0.5481
C -1.0051 -3.2990 2.0386
P 0.2759 -2.4746 -0.2425
C 0.7286 -3.0888 -1.9118
C 1.7656 -4.2143 -1.8763
C 1.2561 -1.9289 -2.7585
C 1.7593 -2.3738 0.7779
C 2.3896 -3.4637 1.3838
C 3.4870 -3.3009 2.2076
C 4.1531 -4.4698 2.8761
C 3.9446 -1.9950 2.4177
C 3.3506 -0.9058 1.8225
C 2.2483 -1.0741 0.9672
N 1.6262 -0.0070 0.3384
C 2.3339 1.0991 -0.1576
C 3.7092 1.0689 -0.4027
C 4.3532 2.1838 -0.9100
C 3.6614 3.3543 -1.1981
C 4.3543 4.5705 -1.7449
C 2.2873 3.3543 -0.9807
C 1.6059 2.2455 -0.4943
P -0.2252 2.2272 -0.1460
C -0.8194 3.3747 -1.4689
C -1.3939 4.6604 -0.8762
C -1.7784 2.7276 -2.4640
C -0.2005 2.9171 1.5671
C -0.2602 1.7639 2.5729
C 0.9717 3.8392 1.8825
H -1.5559 -5.6556 0.7215
H 0.1890 -5.5045 0.8386
H -0.6160 -5.3810 -0.7345
H -1.8504 -3.3711 0.0638
H -0.1081 -3.6261 2.5653
H -1.8620 -3.8139 2.4742
H -1.1275 -2.2314 2.2209
H -0.2125 -3.4511 -2.3403
H 2.7214 -3.8383 -1.5099
H 1.9167 -4.5841 -2.8912
H 1.4776 -5.0585 -1.2540
H 2.1173 -1.4598 -2.2781
H 0.4939 -1.1677 -2.9270
H 1.5793 -2.3067 -3.7286
H 1.9996 -4.4612 1.2277
H 3.6962 -5.4094 2.5681
H 4.0817 -4.4032 3.9623
H 5.2128 -4.5132 2.6212
H 4.7801 -1.8298 3.0882
H 3.7150 0.0904 2.0299
H 4.2765 0.1687 -0.2142
H 5.4201 2.1330 -1.0944
H 5.4345 4.4324 -1.7582
H 4.1365 5.4511 -1.1394
H 4.0335 4.7875 -2.7649
H 1.7371 4.2603 -1.2103
H 0.0891 3.6152 -2.0244
H -2.2210 4.4580 -0.2002
H -1.7634 5.2903 -1.6878
H -0.6471 5.2326 -0.3249
H -2.7246 2.4583 -2.0023
H -1.3527 1.8261 -2.9073
H -1.9598 3.4366 -3.2741
H -1.1377 3.4674 1.6540
H 0.6436 1.1518 2.5330
H -1.1277 1.1286 2.3924
H -0.3511 2.1728 3.5804
H 1.9249 3.3095 1.9064
H 0.7969 4.2666 2.8716
H 1.0639 4.6668 1.1804
Cl -5.2147 1.5826 -0.9553
C -4.8485 2.2597 0.6567
C -3.3791 2.6057 0.9215
O -3.2202 3.4423 1.8124
O -2.4930 2.0072 0.2396
H -5.1715 1.5352 1.4030
H -5.4378 3.1657 0.7720
F -6.1647 -4.0084 1.1678
C -5.2534 -3.2354 0.5734
C -5.0255 -3.3405 -0.7883
F -5.7183 -4.2214 -1.5142
C -4.0746 -2.5334 -1.3870
F -3.8789 -2.6854 -2.7033
C -3.3208 -1.5995 -0.6776
S -2.2039 -0.5831 -1.5819
C -3.5906 -1.5083 0.6839
F -2.9186 -0.6567 1.4639
C -4.5269 -2.3142 1.3079
F -4.7302 -2.2059 2.6239
*
```

Summary:
Orbital gap   6.6 eV
HOMO   -7.51 eV
E_tot   -3702.16213 a.u.

***

Entry 4:
C3H4N4O | the ωB97M-V functional and the def2-TZVPD basis

The geometry in ORCA input format:
```
! wB97M-V def2-TZVPD RIJCOSX def2/J DEFGRID3
* xyz 0 1
H 1.6344 -0.8346 -1.1778
N 1.5467 -1.6009 -0.5919
C 0.8197 -1.5807 0.4083
N -0.0475 -0.6227 0.9042
C -0.1608 0.5616 0.1790
C -1.1258 1.4677 0.1498
N -1.0480 2.1866 -0.9707
N -0.2035 1.7193 -1.6278
O 0.5988 0.6777 -0.8522
H 1.0785 -2.3960 1.2816
H -0.9550 -1.0507 1.5433
H -2.1375 1.4728 0.7540
*
```

Summary:
Orbital gap   9.6 eV
HOMO   -9.25 eV
E_tot   -410.82546 a.u.
Structure (SMILES)   [H]/N=C\Nc1cnno1
Energy above the lowest of the compared OMol25 structures with the same formula, charge and spin   466.87 kJ/mol

***

Entry 5:
C2H7N3O | the ωB97M-V functional and the def2-TZVPD basis

The geometry in ORCA input format:
```
! wB97M-V def2-TZVPD RIJCOSX def2/J DEFGRID3
* xyz 0 1
C -0.9078 0.9242 -0.0500
N -0.2788 -0.3890 -0.0475
N -1.0541 -1.5523 0.0644
C 1.0960 -0.5722 -0.0133
N 1.8084 0.5894 0.0916
O 1.6522 -1.6526 -0.0716
H -0.5495 1.5822 -0.8614
H -1.9920 0.7797 -0.2117
H -0.7481 1.4790 0.8809
H -1.5869 -1.5582 0.9323
H -1.6903 -1.6274 -0.7193
H 2.7974 0.4723 -0.0363
H 1.4536 1.5249 0.0419
*
```

Summary:
Orbital gap   10.0 eV
HOMO   -9.31 eV
E_tot   -319.89881 a.u.
Structure (SMILES)   CN(N)C(N)=O
Energy above the lowest of the compared OMol25 structures with the same formula, charge and spin   133.82 kJ/mol

***

Entry 6:
CH3NOP2 | the ωB97M-V functional and the def2-TZVPD basis

The geometry in ORCA input format:
```
! wB97M-V def2-TZVPD RIJCOSX def2/J DEFGRID3
* xyz 0 1
C 2.0612 0.0933 0.0144
N -0.9668 -0.9549 0.1637
O 1.2099 0.8358 0.4207
P -0.0896 -2.1860 0.0688
P -1.2616 0.6493 0.3998
H 2.9807 0.1722 -0.6080
H -1.3797 0.9269 -0.9995
H -2.5542 0.4634 0.5401
*
```

Summary:
Orbital gap (spin up / spin down)   5.7 / 5.7 eV
HOMO (spin up / spin down)   -6.49 / -6.49 eV
E_tot   -852.42131 a.u.
Energy above the lowest of the compared OMol25 structures with the same formula, charge and spin   298.23 kJ/mol

***

Entry 7:
C17H18Cl2F2O4S | the ωB97M-V functional and the def2-TZVPD basis

The geometry in ORCA input format:
```
! wB97M-V def2-TZVPD RIJCOSX def2/J DEFGRID3
* xyz 0 1
C 3.4201 -1.3528 0.7215
C 2.9353 -0.0307 1.2867
Cl 4.2087 1.2122 1.0523
C 1.6181 0.5084 0.7287
Cl 1.7220 0.9794 -0.9904
C 0.4454 -0.4213 0.9438
C 0.2819 -1.6601 0.0946
O -1.0812 -2.0981 0.4572
S -1.9369 -0.8408 0.8876
O -2.1714 -0.8531 2.2970
O -3.0594 -0.6228 0.0544
O -0.7870 0.2664 0.6508
H 2.8499 -2.1698 1.1671
H 3.3203 -1.3752 -0.3618
H 4.4595 -1.5046 0.9959
H 2.8253 -0.0827 2.3690
H 1.3892 1.4205 1.2782
H 0.4282 -0.6984 2.0045
H 0.9307 -2.4974 0.3145
H 0.2420 -1.4001 -0.9592
F -7.0594 -5.9628 2.5672
C -6.5827 -4.9056 1.8753
C -6.9455 -4.7563 0.5530
C -6.4492 -3.6682 -0.1498
C -5.6070 -2.7527 0.4676
C -5.2592 -2.9255 1.8016
C -5.7486 -4.0117 2.5142
H -7.5991 -5.4825 0.0889
H -6.7207 -3.5369 -1.1889
H -5.2184 -1.9119 -0.0885
H -4.5968 -2.2198 2.2863
H -5.4932 -4.1663 3.5539
F 4.1859 2.2764 -2.3359
C 4.2312 3.6219 -2.3872
C 4.8982 4.3090 -1.3931
C 4.9371 5.6943 -1.4550
C 4.3120 6.3686 -2.4947
C 3.6458 5.6539 -3.4803
C 3.6032 4.2682 -3.4329
H 5.3741 3.7653 -0.5888
H 5.4590 6.2483 -0.6863
H 4.3441 7.4489 -2.5362
H 3.1549 6.1757 -4.2906
H 3.0932 3.6907 -4.1921
*
```

Summary:
Orbital gap   9.4 eV
HOMO   -8.99 eV
E_tot   -2477.83691 a.u.

***

Entry 8:
C26H25BrFN3OS | the ωB97M-V functional and the def2-TZVPD basis

The geometry in ORCA input format:
```
! wB97M-V def2-TZVPD RIJCOSX def2/J DEFGRID3
* xyz 2 1
C 8.2119 -3.6129 1.3460
C 7.8941 -5.1096 0.9476
F 8.5941 -5.5528 -0.1862
C 6.3429 -5.2230 0.6765
C 5.5331 -6.1699 1.4568
C 4.0754 -6.2963 1.2791
C 3.4097 -5.4384 0.2882
C 4.2439 -4.5186 -0.5185
C 5.6872 -4.3889 -0.3552
Br 6.6057 -3.1347 -1.5147
S 3.3000 -3.5138 -1.7288
C 1.8289 -3.1015 -0.7176
C 1.2103 -1.7859 -0.7640
O 1.7416 -0.8354 -1.6381
C 0.0503 -1.5353 0.1160
C -0.4154 -2.6176 0.9859
C 0.1738 -3.9581 1.0180
C 1.3424 -4.2115 0.1368
N 1.9788 -5.4933 0.1093
H 7.2965 -2.9533 1.3372
H 8.8923 -3.2010 0.5441
H 8.6634 -3.4963 2.3640
H 8.1128 -5.7318 1.8619
H 5.9787 -6.8386 2.2373
H 3.4359 -7.0043 1.8514
H 2.5437 -0.4189 -1.2743
H -0.4498 -0.5309 0.1021
H -1.2829 -2.4291 1.6703
H -0.1977 -4.7887 1.6648
H 1.5298 -6.1726 0.7216
C -0.1518 1.9356 -2.3264
N -1.3301 2.6750 -1.8143
C -2.4623 2.6822 -2.5392
C -3.5928 3.3263 -2.0747
C -3.5735 3.9731 -0.8404
C -2.3756 3.9637 -0.1283
C -1.2674 3.3111 -0.6335
C -4.7784 4.6268 -0.2808
C -5.2898 4.2348 0.9549
C -6.3852 4.8806 1.4947
N -6.9701 5.8972 0.8392
C -6.5182 6.2861 -0.3668
C -5.4290 5.6652 -0.9456
C -8.1136 6.6162 1.4475
H 0.0949 2.3316 -3.3105
H -0.4218 0.8813 -2.3839
H 0.6893 2.0661 -1.6509
H -2.4496 2.1561 -3.4859
H -4.4939 3.2965 -2.6770
H -2.2919 4.4673 0.8282
H -0.3282 3.2857 -0.0961
H -4.8410 3.4190 1.5104
H -6.7963 4.5967 2.4551
H -7.0351 7.1070 -0.8482
H -5.0799 6.0179 -1.9095
H -8.9545 6.5628 0.7580
H -7.8066 7.6486 1.6120
H -8.3790 6.1529 2.3947
*
```

Summary:
Orbital gap   3.2 eV
HOMO   -10.90 eV
E_tot   -4316.70010 a.u.

***

Entry 9:
H2N5O | the ωB97M-V functional and the def2-TZVPD basis

The geometry in ORCA input format:
```
! wB97M-V def2-TZVPD RIJCOSX def2/J DEFGRID3
* xyz 1 1
N -0.9243 0.8914 0.5557
N -1.0066 -0.2379 0.6923
N -0.6554 1.8738 0.0115
N 0.6549 -0.9934 -0.3637
N 1.4019 -1.4433 -1.0429
O 2.2270 -2.0619 -1.5256
H -0.7160 2.9124 0.2442
H -0.9815 -0.9411 1.4285
*
```

Summary:
Orbital gap   10.0 eV
HOMO   -16.10 eV
E_tot   -349.71933 a.u.
Energy above the lowest of the compared OMol25 structures with the same formula, charge and spin   262.61 kJ/mol

***

Entry 10:
C7H9NO | the ωB97M-V functional and the def2-TZVPD basis

The geometry in ORCA input format:
```
! wB97M-V def2-TZVPD RIJCOSX def2/J DEFGRID3
* xyz 0 3
C -0.7692 1.3553 -0.6282
C -0.5684 -1.4060 0.2474
C 0.8821 -0.3242 -0.3163
C -1.5505 1.0327 0.5013
C -1.6875 -1.3724 -0.6360
C -1.6758 -0.5755 0.6768
C 3.1802 -0.0200 0.2555
N 0.4461 0.7886 -0.6669
O 2.0726 -0.8313 -0.0755
H -1.2108 1.8163 -1.4639
H -1.0823 1.2585 1.3930
H -2.3900 1.7117 0.5065
H -1.4486 -0.8590 -1.5354
H -2.3111 -2.2174 -0.8073
H -2.4053 -0.5985 1.4824
H 3.7814 0.2958 -0.6564
H 3.8052 -0.8236 0.7490
H 2.9316 0.7691 0.9740
*
```

Summary:
Orbital gap (spin up / spin down)   7.2 / 8.6 eV
HOMO (spin up / spin down)   -6.11 / -9.22 eV
E_tot   -401.84617 a.u.
Energy above the lowest of the compared OMol25 structures with the same formula, charge and spin   278.52 kJ/mol

***

Entry 11:
C4H6FIS | the ωB97M-V functional and the def2-TZVPD basis

The geometry in ORCA input format:
```
! wB97M-V def2-TZVPD RIJCOSX def2/J DEFGRID3
* xyz 0 1
C 0.3024 0.0103 -0.3833
C 2.2321 0.9680 0.0807
C 0.4038 -1.3611 -0.8423
C -0.3172 1.2850 -0.8616
F 2.1106 2.2349 -0.3480
S -0.5105 0.6740 0.8077
I 4.0576 -0.1108 0.0627
H 1.2648 -1.3949 -1.5752
H -0.4602 -1.8231 -1.2633
H 0.7463 -2.0003 0.0731
H -1.2278 1.3136 -1.4033
H 0.2389 2.2023 -0.7399
H 1.8886 0.9346 0.8866
*
```

Summary:
Orbital gap   8.2 eV
HOMO   -7.95 eV
E_tot   -951.55919 a.u.
Energy above the lowest of the compared OMol25 structures with the same formula, charge and spin   400.11 kJ/mol

***

Entry 12:
C25H40AlCl4N3O3Si | the ωB97M-V functional and the def2-TZVPD basis

The geometry in ORCA input format:
```
! wB97M-V def2-TZVPD RIJCOSX def2/J DEFGRID3
* xyz 0 1
C 3.9455 -0.4339 -2.0109
C 4.0068 -0.9527 -0.6134
H 4.8432 0.1414 -2.2683
H 3.0565 0.1908 -2.1753
H 3.8696 -1.2757 -2.7161
C 5.1020 -0.8934 0.1609
C 6.4420 -0.3847 -0.2447
H 5.0633 -1.3029 1.1735
H 6.4663 0.1119 -1.2182
H 7.1801 -1.1976 -0.2704
H 6.8009 0.3301 0.5050
Al 0.0870 0.0131 -0.3922
Cl -0.3880 -1.7800 -1.6210
Cl 0.4369 1.3346 -2.0883
C -0.3080 -2.0087 1.7030
O -0.5076 -0.8159 1.3235
N -0.5018 -2.4194 2.9600
C -0.9344 -1.4816 3.9863
C -0.4848 -3.8403 3.3337
H 0.0323 -2.7837 0.9927
H -1.0563 -0.4976 3.5298
H -0.2002 -1.4450 4.8026
H -1.8748 -1.8405 4.4277
H -0.2362 -4.4477 2.4548
H -1.4661 -4.1259 3.7227
H 0.2481 -4.0317 4.1205
H 3.4331 2.0213 -0.3313
H 3.8468 1.1974 2.3036
C 2.7208 2.7349 0.1108
C 3.2270 2.0887 2.4682
N 2.2444 2.2525 1.4055
H 1.8721 2.8603 -0.5706
C 0.9799 1.8714 1.6142
O 0.1549 1.6361 0.6986
H 2.6899 1.9733 3.4204
H 0.6700 1.7715 2.6720
H 3.2622 3.6812 0.2689
H 3.8822 2.9617 2.5026
O 1.8250 -0.4089 0.0445
C 2.6709 -1.4894 -0.1067
C 2.8042 -1.7605 2.4286
C 2.7639 -2.3714 1.1771
H 2.7454 -0.6700 2.4660
C 2.9028 -2.5471 3.5815
H 2.2828 -2.1567 -0.9039
C 2.7603 -3.7734 1.0784
H 2.8885 -2.0561 4.5574
C 3.0193 -3.9342 3.4733
C 2.9465 -4.5516 2.2253
H 2.6243 -4.2296 0.0956
H 3.1195 -4.5454 4.3713
H 3.0028 -5.6442 2.1344
Si 0.0637 3.5571 -5.2504
Cl 2.0116 3.0243 -4.7072
C -0.2528 5.1820 -4.3509
C -0.9288 1.9830 -5.1247
C -0.0238 4.2188 -7.0217
H 0.1541 5.2217 -3.3422
H -1.3180 5.4218 -4.3061
H 0.2360 5.9782 -4.9312
H 0.5460 5.1529 -7.1062
H -1.0777 4.4354 -7.2265
H 0.3449 3.4980 -7.7587
H -0.7965 1.4449 -4.1866
H -0.6079 1.2956 -5.9200
H -1.9986 2.1493 -5.2592
Cl -5.3929 -1.3406 0.1808
C -4.2647 -0.1056 -0.1891
C -4.7040 1.2018 -0.4492
C -3.7253 2.1680 -0.6635
C -2.3790 1.7978 -0.5925
N -1.9641 0.5375 -0.4283
C -2.9010 -0.4181 -0.2281
H -5.7601 1.4281 -0.4750
H -3.9768 3.1905 -0.8725
H -1.6015 2.5595 -0.6983
H -2.5687 -1.4443 -0.1279
*
```

Summary:
Orbital gap   8.4 eV
HOMO   -8.17 eV
E_tot   -3739.62971 a.u.
Energy above the lowest of the compared OMol25 structures with the same formula, charge and spin   10.49 kJ/mol